C40H63N10O5SSbY | the ωB97M-V functional and the def2-TZVPD basis

The value obtained for the orbital gap is 5.9 eV. For the relative energy (zero: lowest compared OMol25 entry of this formula, charge and spin), the calculation gives 84.8 kJ/mol. For the HOMO energy, the calculation gives -8.23 eV. The calculation puts the energy at -86059.3495 eV. As for the spin multiplicity: 1. Its total charge is +1.

Positions of all 121 atoms, in Å:
Y (0.17, -0.22, -0.50)
N (-2.76, 0.67, 2.05)
C (-1.84, 0.90, 3.15)
C (-1.69, 2.39, 3.52)
C (-0.59, 2.81, 4.50)
C (-0.37, 2.00, 5.78)
N (-1.61, 1.54, 6.44)
C (-1.95, 0.27, 6.66)
N (-1.25, -0.73, 6.14)
N (-3.01, 0.02, 7.44)
C (-0.46, 0.32, 2.84)
O (0.14, -0.26, 3.77)
O (0.03, 0.54, 1.70)
H (-2.36, 0.97, 1.17)
H (-3.63, 1.18, 2.20)
H (-2.22, 0.35, 4.01)
H (-2.67, 2.73, 3.90)
H (-1.52, 2.94, 2.59)
H (-0.76, 3.85, 4.77)
H (0.38, 2.79, 3.98)
H (0.17, 2.61, 6.50)
H (0.24, 1.13, 5.58)
H (-2.21, 2.24, 6.83)
H (-0.66, -0.59, 5.29)
H (-1.57, -1.67, 6.32)
H (-3.45, 0.75, 7.97)
H (-3.33, -0.92, 7.57)
C (5.09, -3.65, -4.27)
O (3.87, -4.21, -4.72)
C (2.73, -3.75, -4.17)
C (1.54, -4.34, -4.69)
C (0.34, -3.94, -4.22)
C (0.22, -2.94, -3.21)
C (-1.04, -2.56, -2.70)
C (-2.30, -3.16, -3.28)
O (-1.20, -1.74, -1.75)
C (1.42, -2.33, -2.71)
O (1.39, -1.40, -1.84)
C (2.67, -2.77, -3.21)
H (5.87, -4.16, -4.82)
H (5.23, -3.81, -3.19)
H (5.13, -2.58, -4.48)
H (1.63, -5.09, -5.46)
H (-0.55, -4.39, -4.62)
H (-2.40, -2.88, -4.33)
H (-3.16, -2.78, -2.73)
H (-2.29, -4.24, -3.22)
H (3.55, -2.29, -2.80)
C (-3.61, -2.87, 1.99)
Sb (-1.59, -2.68, 1.26)
C (-0.70, -3.68, 2.95)
C (-1.68, -4.46, 0.08)
H (-3.74, -3.83, 2.48)
H (-4.30, -2.79, 1.15)
H (-3.82, -2.05, 2.68)
H (-1.48, -4.19, 3.52)
H (-0.16, -2.98, 3.59)
H (-0.01, -4.41, 2.56)
H (-1.89, -5.31, 0.74)
H (-0.72, -4.61, -0.41)
H (-2.46, -4.39, -0.67)
C (0.08, 3.06, -5.13)
C (-0.46, 1.86, -4.68)
C (0.02, 1.27, -3.52)
C (1.02, 1.87, -2.75)
C (1.57, 3.07, -3.23)
C (1.10, 3.65, -4.40)
N (1.38, 1.32, -1.52)
C (2.73, 1.23, -1.16)
C (3.05, 1.05, 0.19)
C (4.36, 0.85, 0.60)
C (5.39, 0.84, -0.32)
C (5.09, 1.02, -1.66)
C (3.78, 1.20, -2.09)
H (-0.28, 3.52, -6.04)
H (-1.23, 1.36, -5.25)
H (-0.38, 0.30, -3.22)
H (2.35, 3.56, -2.66)
H (1.53, 4.58, -4.73)
H (2.26, 1.09, 0.94)
H (4.57, 0.73, 1.66)
H (6.42, 0.72, 0.00)
H (5.88, 1.01, -2.40)
H (3.57, 1.30, -3.14)
C (-5.47, 0.99, -2.42)
C (-4.47, -0.13, -2.58)
N (-3.33, 0.11, -1.71)
C (-2.83, 1.34, -1.44)
N (-1.68, 1.42, -0.81)
C (-1.17, 2.75, -0.44)
C (-2.27, 3.79, -0.31)
C (-3.05, 3.76, -1.61)
N (-3.58, 2.42, -1.80)
C (-4.74, 2.30, -2.67)
H (-5.87, 0.99, -1.40)
H (-6.30, 0.88, -3.12)
H (-4.16, -0.21, -3.63)
H (-4.91, -1.09, -2.30)
H (-2.67, -0.65, -1.62)
H (-0.44, 3.10, -1.17)
H (-0.63, 2.65, 0.51)
H (-1.84, 4.78, -0.14)
H (-2.94, 3.56, 0.52)
H (-2.40, 4.05, -2.45)
H (-3.90, 4.45, -1.59)
H (-4.44, 2.36, -3.72)
H (-5.39, 3.15, -2.48)
C (4.06, -4.33, 3.23)
N (3.61, -3.58, 2.06)
C (2.67, -2.62, 2.07)
S (1.73, -2.40, 0.68)
N (2.57, -1.83, 3.14)
C (3.65, -1.48, 4.05)
H (3.90, -5.40, 3.05)
H (3.47, -4.06, 4.10)
H (5.11, -4.17, 3.44)
H (3.69, -4.04, 1.17)
H (1.73, -1.25, 3.17)
H (4.61, -1.74, 3.61)
H (3.55, -1.96, 5.02)
H (3.64, -0.40, 4.20)

C40H65AlN8OPS2Se | the ωB97M-V functional and the def2-TZVPD basis

The value obtained for the orbital gap is 6.5 eV. For the relative energy (zero: lowest compared OMol25 entry of this formula, charge and spin), the calculation gives 168.4 kJ/mol. For the HOMO energy, the calculation gives -9.67 eV. The calculation puts the energy at -159406.2521 eV. As for the spin multiplicity: 1. Its total charge is +1.

Positions of all 119 atoms, in Å:
Al (-2.16, -0.44, -0.15)
N (0.14, 0.41, 6.58)
C (-1.09, 0.60, 6.07)
S (-2.30, 1.26, 6.97)
C (-1.29, 0.28, 4.64)
C (-2.55, -0.06, 4.16)
C (-2.74, -0.24, 2.80)
N (-1.74, -0.10, 1.92)
C (-0.53, 0.20, 2.37)
C (-0.25, 0.38, 3.71)
H (0.29, 0.62, 7.55)
H (0.85, -0.10, 6.08)
H (-3.38, -0.16, 4.84)
H (-3.70, -0.50, 2.39)
H (0.25, 0.30, 1.62)
H (0.75, 0.65, 4.02)
C (4.42, 4.43, 1.15)
C (3.34, 4.09, 0.11)
C (2.35, 3.07, 0.67)
C (3.03, 1.75, 1.12)
C (4.56, 1.90, 1.14)
C (4.92, 3.18, 1.90)
P (2.35, 0.30, 0.15)
C (3.23, -1.14, 0.98)
C (3.19, -1.00, 2.51)
C (3.50, -2.34, 3.18)
C (2.38, -3.35, 2.91)
C (1.61, -3.01, 1.63)
C (2.56, -2.48, 0.56)
C (3.21, 0.62, -1.49)
C (4.56, -0.06, -1.79)
C (4.43, -1.51, -2.25)
C (3.45, -1.63, -3.42)
C (2.10, -1.05, -3.04)
C (2.23, 0.42, -2.65)
H (4.02, 5.15, 1.87)
H (5.25, 4.92, 0.64)
H (3.81, 3.70, -0.79)
H (2.81, 4.99, -0.18)
H (1.58, 2.86, -0.08)
H (1.84, 3.53, 1.52)
H (2.72, 1.55, 2.15)
H (4.96, 1.95, 0.13)
H (5.02, 1.04, 1.63)
H (6.00, 3.23, 2.04)
H (4.47, 3.13, 2.89)
H (4.28, -1.15, 0.66)
H (2.20, -0.66, 2.83)
H (3.92, -0.25, 2.84)
H (3.63, -2.20, 4.25)
H (4.45, -2.71, 2.78)
H (1.68, -3.39, 3.76)
H (2.81, -4.35, 2.82)
H (0.84, -2.25, 1.83)
H (1.09, -3.90, 1.26)
H (2.01, -2.34, -0.37)
H (3.33, -3.24, 0.37)
H (3.40, 1.70, -1.43)
H (5.22, 0.00, -0.93)
H (5.03, 0.52, -2.59)
H (4.07, -2.13, -1.43)
H (5.41, -1.88, -2.54)
H (3.35, -2.68, -3.71)
H (3.84, -1.09, -4.28)
H (1.67, -1.61, -2.20)
H (1.41, -1.15, -3.87)
H (1.25, 0.83, -2.39)
H (2.59, 0.98, -3.52)
C (-4.70, 3.16, -0.75)
N (-3.98, 3.30, 0.50)
C (-4.49, 3.91, 1.62)
C (-3.51, 3.97, 2.54)
N (-2.40, 3.38, 1.98)
C (-1.09, 3.38, 2.61)
C (-2.70, 2.94, 0.74)
Se (-1.52, 2.09, -0.45)
H (-5.69, 3.58, -0.63)
H (-4.79, 2.11, -1.03)
H (-4.17, 3.70, -1.54)
H (-5.51, 4.26, 1.66)
H (-3.49, 4.39, 3.53)
H (-1.16, 2.91, 3.59)
H (-0.74, 4.40, 2.73)
H (-0.40, 2.84, 1.97)
C (-3.00, -3.87, 0.84)
C (-1.79, -3.32, 0.16)
N (-1.02, -4.12, -0.55)
O (-1.51, -2.11, 0.26)
H (-3.17, -4.91, 0.62)
H (-3.85, -3.26, 0.52)
H (-2.89, -3.74, 1.92)
H (-1.24, -5.09, -0.67)
H (-0.25, -3.73, -1.07)
C (-4.65, -2.79, -3.41)
N (-4.64, -2.10, -2.12)
C (-4.01, -0.82, -1.89)
S (-4.39, -0.49, -0.07)
N (-4.58, 0.29, -2.65)
C (-5.11, 0.07, -3.99)
H (-4.39, -3.84, -3.26)
H (-3.92, -2.37, -4.10)
H (-5.62, -2.76, -3.90)
H (-5.57, -2.08, -1.73)
H (-3.92, 1.05, -2.64)
H (-4.37, -0.32, -4.71)
H (-5.49, 1.02, -4.36)
H (-5.94, -0.63, -3.95)
N (-2.53, -0.83, -1.91)
C (-1.91, -0.95, -3.18)
C (-1.51, -2.19, -3.68)
C (-0.98, -2.31, -4.96)
C (-0.81, -1.18, -5.75)
C (-1.15, 0.06, -5.25)
C (-1.68, 0.18, -3.97)
H (-1.68, -3.07, -3.08)
H (-0.70, -3.29, -5.33)
H (-0.40, -1.28, -6.75)
H (-1.01, 0.95, -5.85)
H (-1.92, 1.16, -3.57)

C40H65BiN11P3Si | the ωB97M-V functional and the def2-TZVPD basis

The value obtained for the orbital gap is 7.8 eV. For the relative energy (zero: lowest compared OMol25 entry of this formula, charge and spin), the calculation gives 0.0 kJ/mol. For the HOMO energy, the calculation gives -12.73 eV. The calculation puts the energy at -100496.7529 eV. As for the spin multiplicity: 1. Its total charge is +2.

Positions of all 121 atoms, in Å:
Bi (0.37, -0.34, 0.40)
C (-3.05, -3.84, -1.28)
P (-2.30, -2.18, -1.05)
C (-1.61, -1.98, -2.76)
N (-2.43, -1.89, -3.77)
C (-1.91, -1.81, -5.03)
C (-2.78, -1.69, -6.14)
C (-2.26, -1.65, -7.40)
C (-0.85, -1.71, -7.60)
C (0.00, -1.81, -6.55)
C (-0.52, -1.87, -5.23)
N (0.32, -1.96, -4.18)
C (-0.19, -2.02, -2.98)
P (1.04, -2.19, -1.60)
C (0.77, -3.86, -0.92)
C (2.75, -2.26, -2.31)
C (2.90, -3.39, -3.33)
C (3.71, -2.55, -1.14)
C (3.09, -0.91, -2.94)
C (-3.77, -1.05, -0.94)
C (-3.27, 0.38, -1.14)
C (-4.27, -1.22, 0.50)
C (-4.92, -1.33, -1.91)
H (-3.63, -3.88, -2.20)
H (-3.70, -4.08, -0.43)
H (-2.27, -4.60, -1.32)
H (-3.85, -1.65, -5.96)
H (-2.92, -1.56, -8.25)
H (-0.47, -1.67, -8.61)
H (1.07, -1.85, -6.68)
H (0.65, -4.59, -1.72)
H (-0.12, -3.87, -0.30)
H (1.63, -4.14, -0.32)
H (2.64, -4.36, -2.91)
H (3.96, -3.44, -3.61)
H (2.32, -3.22, -4.23)
H (3.77, -3.62, -0.93)
H (3.44, -2.04, -0.21)
H (4.70, -2.21, -1.41)
H (2.43, -0.66, -3.77)
H (4.12, -0.95, -3.33)
H (3.04, -0.10, -2.21)
H (-2.53, 0.66, -0.37)
H (-4.11, 1.08, -1.06)
H (-2.80, 0.53, -2.11)
H (-3.47, -1.05, 1.22)
H (-4.69, -2.21, 0.67)
H (-5.07, -0.49, 0.69)
H (-4.62, -1.22, -2.95)
H (-5.73, -0.63, -1.70)
H (-5.32, -2.34, -1.78)
C (-1.86, -3.06, 6.24)
N (-0.84, -2.42, 5.40)
C (0.41, -3.16, 5.34)
C (-1.08, -1.47, 4.44)
N (-0.37, -1.29, 3.38)
N (-2.17, -0.64, 4.75)
C (-2.83, 0.26, 3.92)
N (-4.15, 0.40, 4.25)
N (-2.22, 0.91, 3.01)
H (-1.56, -3.03, 7.28)
H (-1.99, -4.10, 5.95)
H (-2.84, -2.59, 6.15)
H (0.58, -3.62, 6.31)
H (1.24, -2.48, 5.15)
H (0.40, -3.95, 4.58)
H (0.29, -2.05, 3.32)
H (-2.64, -0.86, 5.60)
H (-4.63, -0.27, 4.83)
H (-4.71, 1.08, 3.78)
H (-2.89, 1.42, 2.43)
C (-1.79, 2.77, -4.23)
Si (0.01, 2.77, -3.81)
C (0.64, 4.46, -3.42)
C (1.00, 1.95, -5.15)
C (0.21, 1.74, -2.27)
C (0.34, 1.06, -1.27)
H (-1.98, 3.46, -5.05)
H (-2.40, 3.07, -3.38)
H (-2.11, 1.77, -4.55)
H (0.60, 5.10, -4.31)
H (1.68, 4.43, -3.09)
H (0.04, 4.93, -2.64)
H (0.85, 2.47, -6.10)
H (0.68, 0.92, -5.28)
H (2.07, 1.96, -4.92)
N (7.57, 1.24, 2.41)
C (6.50, 0.98, 2.07)
C (5.15, 0.67, 1.66)
C (4.63, 1.24, 0.50)
C (3.32, 0.97, 0.13)
C (2.52, 0.13, 0.90)
C (3.06, -0.44, 2.05)
C (4.37, -0.18, 2.44)
H (5.26, 1.88, -0.11)
H (2.92, 1.43, -0.77)
H (2.47, -1.11, 2.67)
H (4.79, -0.62, 3.33)
C (0.95, 5.26, 3.40)
N (2.00, 4.29, 2.87)
C (2.52, 3.44, 4.04)
N (1.45, 2.79, 4.70)
C (0.47, 3.76, 5.16)
N (-0.09, 4.55, 4.06)
C (-0.92, 3.74, 3.16)
P (-0.01, 2.31, 2.37)
C (1.41, 3.41, 1.81)
C (0.84, 1.71, 3.91)
H (0.57, 5.82, 2.54)
H (1.45, 5.93, 4.09)
H (2.78, 4.83, 2.48)
H (3.05, 4.13, 4.71)
H (3.22, 2.72, 3.61)
H (0.94, 4.45, 5.87)
H (-0.34, 3.24, 5.67)
H (-1.35, 4.38, 2.39)
H (-1.75, 3.33, 3.75)
H (1.04, 4.07, 1.01)
H (2.21, 2.81, 1.40)
H (1.60, 0.98, 3.65)
H (0.10, 1.21, 4.53)

C40H66Br2F2N3 | the ωB97M-V functional and the def2-TZVPD basis

The value obtained for the orbital gap is 8.3 eV. For the HOMO energy, the calculation gives -11.10 eV. The calculation puts the energy at -192531.0147 eV. As for the spin multiplicity: 1. Its total charge is +1.

Positions of all 113 atoms, in Å:
C (1.08, 2.64, -0.55)
C (0.50, 2.13, 0.80)
C (-0.25, 3.29, 1.49)
C (-1.74, 2.92, 1.75)
C (-2.18, 3.83, 2.93)
C (-1.67, 5.27, 2.71)
C (-0.43, 5.67, 3.55)
C (0.80, 6.03, 2.72)
C (2.14, 5.97, 3.50)
C (2.91, 4.60, 3.46)
C (4.17, 4.62, 2.55)
C (4.07, 3.74, 1.29)
C (4.52, 2.27, 1.58)
C (4.94, 1.59, 0.25)
C (5.18, 0.04, 0.33)
C (4.21, -0.79, 1.19)
C (3.88, -2.18, 0.58)
C (2.76, -2.10, -0.49)
C (1.48, -2.85, -0.06)
C (0.57, -3.26, -1.24)
N (0.01, -2.12, -1.95)
C (-0.51, -2.52, -3.25)
C (-0.99, -1.35, -4.11)
N (-1.22, -0.08, -3.32)
C (0.01, 0.76, -3.27)
Br (1.74, 0.02, -3.55)
C (-0.11, 2.04, -3.06)
C (-1.42, 2.76, -2.87)
Br (1.43, 3.18, -3.03)
C (-1.78, -0.34, -1.96)
C (-3.31, -0.58, -1.95)
N (-4.12, 0.33, -2.78)
C (-1.11, -1.53, -1.23)
H (0.90, 3.70, -0.73)
H (0.61, 2.09, -1.38)
H (2.14, 2.42, -0.60)
H (-0.09, 1.22, 0.71)
H (1.35, 1.86, 1.43)
H (-0.25, 4.20, 0.90)
H (0.17, 3.41, 2.48)
H (-2.38, 3.05, 0.87)
H (-1.75, 1.89, 2.11)
H (-3.26, 3.77, 3.07)
H (-1.68, 3.42, 3.81)
H (-2.49, 5.93, 3.00)
H (-1.52, 5.48, 1.64)
H (-0.15, 4.87, 4.25)
H (-0.73, 6.52, 4.17)
H (0.91, 5.43, 1.81)
H (0.68, 7.07, 2.37)
H (1.88, 6.20, 4.54)
H (2.79, 6.76, 3.11)
H (3.22, 4.41, 4.49)
H (2.22, 3.81, 3.17)
H (4.32, 5.66, 2.24)
H (5.04, 4.36, 3.15)
H (4.62, 4.16, 0.44)
H (3.02, 3.72, 0.96)
H (3.69, 1.78, 2.08)
H (5.39, 2.32, 2.24)
H (4.26, 1.87, -0.56)
H (5.90, 2.03, -0.02)
H (5.07, -0.31, -0.71)
H (6.22, -0.15, 0.58)
H (3.26, -0.28, 1.38)
H (4.71, -0.99, 2.14)
H (3.57, -2.82, 1.41)
H (4.78, -2.65, 0.18)
H (3.12, -2.52, -1.44)
H (2.55, -1.04, -0.62)
H (0.86, -2.20, 0.57)
H (1.80, -3.75, 0.46)
H (1.09, -3.93, -1.92)
H (-0.26, -3.86, -0.81)
H (0.22, -3.11, -3.80)
H (-1.38, -3.20, -3.10)
H (-0.35, -1.10, -4.95)
H (-1.96, -1.59, -4.54)
H (-1.87, 0.47, -3.89)
H (-1.91, 2.89, -3.84)
H (-2.07, 2.31, -2.13)
H (-1.20, 3.76, -2.50)
H (-1.60, 0.54, -1.35)
H (-3.62, -0.42, -0.92)
H (-3.58, -1.62, -2.16)
H (-4.07, -0.01, -3.74)
H (-3.74, 1.27, -2.81)
H (-0.73, -1.12, -0.29)
H (-1.86, -2.27, -0.92)
F (-6.64, -5.39, 0.22)
C (-7.02, -4.13, -0.05)
C (-8.28, -3.71, 0.34)
C (-8.67, -2.41, 0.07)
C (-7.81, -1.55, -0.59)
C (-6.55, -1.98, -0.98)
C (-6.15, -3.28, -0.70)
H (-8.94, -4.40, 0.85)
H (-9.65, -2.07, 0.37)
H (-8.12, -0.53, -0.80)
H (-5.88, -1.31, -1.50)
H (-5.17, -3.64, -0.99)
F (1.45, -6.12, 1.62)
C (1.45, -7.03, 0.63)
C (2.26, -6.83, -0.47)
C (2.27, -7.77, -1.48)
C (1.47, -8.90, -1.39)
C (0.65, -9.08, -0.28)
C (0.65, -8.15, 0.74)
H (2.88, -5.94, -0.52)
H (2.91, -7.63, -2.35)
H (1.47, -9.63, -2.19)
H (0.02, -9.96, -0.21)
H (0.03, -8.28, 1.62)

Q: Among the records above, which one has the highest orbital gap?
A: C40H66Br2F2N3

Q: Number 1 is which compound?
A: C40H63N10O5SSbY